Entry 1:
DFT (the ωB97M-V functional and the def2-TZVPD basis) results for a structure of composition C7H10F6N2O7RbS2 at a distorted geometry.

```
! wB97M-V def2-TZVPD RIJCOSX def2/J DEFGRID3
* xyz -1 1
Rb -1.67561 1.50430 -0.83843
S 0.52145 1.46549 2.54827
S -1.17042 -0.31032 3.00811
F -0.65454 3.66999 1.67422
F -1.19283 -2.27268 1.05361
F -3.10307 -1.35697 1.31771
F -2.35947 -2.73206 2.80651
F 1.03850 2.94505 0.38374
F 1.38773 3.96271 2.27861
O 0.32421 -0.45620 -1.21118
O -2.20025 0.24524 3.86407
O -3.66282 0.03838 -2.52556
O 0.19896 1.85547 3.96333
O -4.57632 -0.85497 -4.13856
O -0.03817 -1.04542 3.68276
O 1.85520 0.82408 2.30879
N 2.52350 0.00543 -0.93167
N -0.68364 0.85874 1.75082
C 2.62397 1.15384 -1.77422
C -2.04643 -1.80126 1.94505
C 3.79323 -0.44709 -0.27668
C 0.59745 3.15962 1.64710
C 1.38606 -0.69150 -0.65698
C -3.74340 -0.92856 -3.27229
C -2.93329 -2.22469 -3.05415
H -2.39887 -2.32232 -2.10918
H 3.01231 2.00939 -1.22166
H -2.08033 -2.16351 -3.73003
H -3.46228 -3.15363 -3.26711
H 3.56817 -1.27521 0.39538
H 4.27543 0.40174 0.20818
H 3.27412 0.89804 -2.61087
H 1.61914 -1.51213 0.03905
H 1.63653 1.42874 -2.14502
H 4.34574 -0.87765 -1.11182
*
```

E_tot (a.u.): -2328.634166
Strongest force on any atom (eV Å⁻¹): 5.5
Frontier orbital gap (eV): 6.14
Highest occupied orbital energy (eV): -4.3
Energy above the lowest of the compared OMol25 structures with the same formula, charge and spin (kcal per mole): 39.3
LUMO energy (eV): 1.8

These are the Mulliken partial charges, in e, on atoms 1 to 4:
1 Rb 0.8924
2 S 0.8420
3 S 0.8099
4 F -0.2225

---

Entry 2:
DFT (the ωB97M-V functional and the def2-TZVPD basis) results for a structure of composition C7H10FNS at a distorted geometry.

```
! wB97M-V def2-TZVPD RIJCOSX def2/J DEFGRID3
* xyz 0 3
S -1.85229 -1.13594 0.13739
F -3.04419 1.88825 0.01709
N -1.46102 -2.86807 0.68671
C -1.89669 1.16282 0.14028
C 2.87806 1.17994 -0.00305
C 0.38626 0.69518 -0.04389
C -0.00806 -0.73458 -0.07149
C -0.65363 1.66062 0.21406
C 0.24774 -0.04171 -1.42676
C 1.67866 0.98068 0.57347
H 1.51868 1.24910 1.60034
H -0.44532 2.80621 0.19869
H 2.82341 1.20511 -1.08638
H -2.04584 -0.94519 1.53219
H -0.63759 0.14851 -1.92570
H -2.18678 -3.56621 0.74151
H 1.23156 -0.24495 -1.80216
H -0.97804 -3.11834 -0.21004
H 3.72033 1.23204 0.61298
H 0.72475 -1.55347 0.11474
*
```

E_tot (a.u.): -825.162388
<S²>: 2.028
Strongest force on any atom (eV Å⁻¹): 4.2
Frontier orbital gap (alpha / beta) (eV): 5.13 / 7.00
Highest occupied orbital energy (alpha / beta) (eV): -4.3 / -9.1
Energy above the lowest of the compared OMol25 structures with the same formula, charge and spin (kcal per mole): 144.1
LUMO energy (alpha / beta) (eV): 0.8 / -2.1

These are the Mulliken partial charges, in e, on atoms 1 to 4:
1 S -0.3035
2 F -0.1748
3 N -0.3357
4 C -0.0462

---

Entry 3:
DFT (the ωB97M-V functional and the def2-TZVPD basis) results for an isolated molecule of C7H10INO3S at a distorted geometry.

```
! wB97M-V def2-TZVPD RIJCOSX def2/J DEFGRID3
* xyz 0 1
I 1.27326 -1.82838 2.91414
S -1.77552 0.08082 -0.93085
O 2.16102 0.13594 -0.80409
O -1.79892 -0.44142 0.62714
O -2.44060 -0.84339 -1.77712
N -2.13282 1.53258 -0.84917
C -0.04767 0.01607 -1.28442
C 1.72488 -1.14168 -0.34215
C 0.50727 -1.44797 -1.25147
C 0.23246 1.45968 2.08186
C 1.31689 -0.80037 1.11320
C 0.81920 0.46230 1.03863
C 0.95080 0.81255 -0.40295
H -3.02387 1.90348 -1.14758
H 0.93106 1.82836 2.82951
H -2.39703 -1.19506 0.66512
H -0.52134 0.94159 2.50116
H 2.57848 -1.97390 -0.38015
H 0.80822 -1.69042 -2.33399
H -0.18459 2.30769 1.54092
H -0.04964 -2.36266 -0.77277
H 0.97530 1.95621 -0.76577
H 0.09316 0.28798 -2.26921
*
```

SMILES string: CC1=C(I)[C@H]2C[C@@H]([S@@](=N)(=O)O)[C@@H]1O2
E_tot (a.u.): -1248.964301
Strongest force on any atom (eV Å⁻¹): 3.9
Frontier orbital gap (eV): 9.26
Highest occupied orbital energy (eV): -8.9
Energy above the lowest of the compared OMol25 structures with the same formula, charge and spin (kcal per mole): 38.3
LUMO energy (eV): 0.4

These are the Mulliken partial charges, in e, on atoms 1 to 4:
1 I 0.0773
2 S 1.0614
3 O -0.5115
4 O -0.4774

---

Entry 4:
DFT (the ωB97M-V functional and the def2-TZVPD basis) results for the ion C7H10N with charge +1 at a distorted geometry.

```
! wB97M-V def2-TZVPD RIJCOSX def2/J DEFGRID3
* xyz 1 1
N -0.31928 -1.18559 -0.65856
C -2.69408 0.95431 2.50123
C -1.79503 1.02055 1.59243
C 0.93586 -0.40496 -0.61956
C 1.55452 0.49710 -1.65825
C -0.81272 0.98784 0.70959
C 2.22957 -0.76932 -1.15525
C 0.03328 -0.23494 0.61193
H -0.84995 1.65023 -0.16239
H -1.14408 -0.94159 -1.26576
H 1.85216 1.55486 -1.42866
H 0.00128 -2.16538 -0.72340
H -2.44962 1.07917 3.60157
H 0.47383 -0.75853 1.51249
H 3.15731 -0.56146 -0.68569
H 2.30740 -1.63184 -1.76168
H 1.21128 0.26989 -2.56620
H -3.69174 0.63967 2.15614
*
```

SMILES string: C=C=C[C@H]1[NH2+]C12CC2
E_tot (a.u.): -327.061685
Strongest force on any atom (eV Å⁻¹): 4.0
Frontier orbital gap (eV): 10.19
Highest occupied orbital energy (eV): -13.7
Energy above the lowest of the compared OMol25 structures with the same formula, charge and spin (kcal per mole): 87.4
LUMO energy (eV): -3.5

These are the Mulliken partial charges, in e, on atoms 1 to 4:
1 N -0.2533
2 C -0.6974
3 C 0.2157
4 C 0.1464

---

Entry 5:
DFT (the ωB97M-V functional and the def2-TZVPD basis) results for the ion C7H10N with charge +1 at a distorted geometry.

```
! wB97M-V def2-TZVPD RIJCOSX def2/J DEFGRID3
* xyz 1 1
N -0.51606 -0.50668 0.24413
C 0.17673 0.01740 1.44658
C -0.10101 1.91772 -0.19301
C -0.51464 -1.77100 -0.33196
C 0.05516 -2.81366 -0.84803
C 0.48331 0.55678 0.02934
C -1.83428 -1.06619 0.01813
C 1.71651 -0.04226 -0.73385
H 1.44305 -0.10612 -1.86574
H 0.63744 2.61809 -0.35184
H 1.94387 -0.98842 -0.43728
H -0.45143 1.80094 -1.21525
H -0.86487 2.15566 0.52084
H -2.32547 -1.30169 0.94627
H -0.51543 0.43427 2.25878
H 0.58724 -0.84666 1.85349
H 2.47964 0.65666 -0.56179
H -2.39977 -0.71484 -0.77880
*
```

E_tot (a.u.): -326.937988
Strongest force on any atom (eV Å⁻¹): 5.3
Frontier orbital gap (eV): 9.43
Highest occupied orbital energy (eV): -15.3
Energy above the lowest of the compared OMol25 structures with the same formula, charge and spin (kcal per mole): 165.1
LUMO energy (eV): -5.8

These are the Mulliken partial charges, in e, on atoms 1 to 4:
1 N 0.3967
2 C -0.8251
3 C -1.3354
4 C 0.3194

---

Entry 6:
DFT (the ωB97M-V functional and the def2-TZVPD basis) results for a structure of composition C7H10N at a distorted geometry.

```
! wB97M-V def2-TZVPD RIJCOSX def2/J DEFGRID3
* xyz 1 1
N -0.29089 0.90627 0.33451
C -0.42774 1.26843 1.51994
C -0.29811 0.38559 -1.61789
C 1.05687 0.00070 -1.86999
C -0.58535 0.36194 2.65709
C -0.15825 0.28370 -3.01047
C -0.45391 -0.34740 -0.34024
C 0.96005 -0.86817 -0.66240
H 0.16728 0.47603 3.38041
H -0.68521 -0.56903 -3.54958
H -0.25862 2.19827 1.89171
H -1.27916 -0.84960 0.05914
H -1.54330 0.55385 3.35376
H 1.62391 -0.56749 0.00185
H 2.01135 0.45819 -2.20342
H 0.96951 -2.03631 -0.93708
H 0.02506 1.21128 -3.61802
H -0.75557 -0.59864 2.16012
*
```

E_tot (a.u.): -326.971907
Strongest force on any atom (eV Å⁻¹): 7.4
Frontier orbital gap (alpha / beta) (eV): 8.34 / 8.34
Highest occupied orbital energy (alpha / beta) (eV): -13.5 / -13.5
Energy above the lowest of the compared OMol25 structures with the same formula, charge and spin (kcal per mole): 143.8
LUMO energy (alpha / beta) (eV): -5.2 / -5.2

These are the Mulliken partial charges, in e, on atoms 1 to 4:
1 N -0.4375
2 C 0.1144
3 C 0.4629
4 C -0.1420